[1]
The following is a DFT calculation (the ωB97M-V functional and the def2-TZVPD basis) of C3H4Li2O2Tl as an isolated structure at a distorted geometry.

Computed properties:
<S²>: 0.75
Energy above the lowest of the compared OMol25 structures with the same formula, charge and spin, eV: 1.793
M, g mol⁻¹: 290.328
Spin multiplicity: 2
Charge: 0
Calculated total energy, eV: -12367.2570

XYZ file:
```
12
Properties=species:S:1:pos:R:3:forces:R:3
O -0.535 -0.880 -0.134 -0.917 0.312 -0.772
C 0.427 -1.172 -1.023 -0.053 1.346 -0.167
C -0.905 0.588 -0.022 -0.684 -1.144 -0.447
O 0.650 -2.408 -1.082 0.081 -1.008 -0.889
C 0.133 1.148 0.923 -0.430 -0.621 1.275
Tl 0.877 -3.420 -3.339 -0.077 0.695 1.203
H -1.859 0.558 0.529 0.294 -0.635 0.157
H -1.442 0.907 -0.920 1.649 0.429 -1.052
H -0.646 0.847 1.650 1.876 1.041 2.017
H 0.770 2.003 1.223 -1.217 0.494 -1.094
Li 1.597 1.406 -0.704 -0.534 -0.952 0.541
Li 0.933 0.421 2.900 0.011 0.043 -0.772
```
Forces are in eV/Å.

***

[2]
The following is a DFT calculation (the ωB97M-V functional and the def2-TZVPD basis) of the molecule C21H21N3O3.

Computed properties:
Energy above the lowest of the compared OMol25 structures with the same formula, charge and spin, eV: 1.335
SMILES: COc1cccc(Cn2cccc(NC(=O)Nc3ccccc3C)c2=O)c1
M, g mol⁻¹: 363.417
Charge: 0
Calculated total energy, eV: -32731.9625

XYZ file:
```
48
Properties=species:S:1:pos:R:3:forces:R:3
C 5.375 0.765 2.143 0.023 0.222 0.030
O 5.172 -0.612 1.942 -0.085 -0.329 -0.097
C 4.379 -1.012 0.910 -0.050 -0.073 -0.080
C 4.195 -2.390 0.781 0.064 0.111 0.094
C 3.403 -2.890 -0.229 0.097 0.012 0.076
C 2.783 -2.035 -1.128 -0.020 0.195 -0.127
C 2.969 -0.668 -1.014 -0.034 -0.239 -0.068
C 2.295 0.284 -1.974 0.087 -0.423 -0.151
N 1.464 1.237 -1.259 -0.247 0.073 0.008
C 1.924 2.486 -0.977 0.061 0.728 0.195
C 1.187 3.370 -0.259 0.391 -0.190 -0.242
C -0.083 2.990 0.223 -0.243 -0.310 -0.026
C -0.551 1.741 -0.060 0.132 0.499 0.155
N -1.766 1.213 0.331 -0.094 -0.547 -0.076
C -2.831 1.871 0.881 0.100 -0.184 -0.003
O -2.813 3.024 1.260 0.132 0.393 0.065
N -3.970 1.110 0.991 -0.492 0.096 0.138
C -4.155 -0.254 0.678 0.009 -0.341 -0.109
C -4.565 -1.109 1.699 0.053 -0.005 -0.007
C -4.780 -2.450 1.455 -0.063 0.028 0.049
C -4.586 -2.953 0.179 -0.001 -0.055 -0.065
C -4.206 -2.102 -0.841 0.021 -0.068 0.116
C -3.996 -0.745 -0.622 -0.043 0.123 0.065
C -3.637 0.136 -1.782 -0.010 0.013 -0.079
C 0.229 0.795 -0.843 -0.138 0.113 0.004
O -0.188 -0.325 -1.136 -0.042 -0.213 0.014
C 3.765 -0.157 0.005 0.171 0.084 0.189
H 5.883 1.226 1.289 -0.036 -0.013 0.023
H 4.432 1.289 2.332 0.033 -0.019 -0.026
H 6.012 0.844 3.022 -0.046 0.048 -0.068
H 4.680 -3.040 1.491 0.055 -0.086 0.089
H 3.259 -3.956 -0.317 -0.009 -0.100 0.009
H 2.149 -2.429 -1.906 -0.116 -0.022 -0.085
H 1.647 -0.281 -2.648 0.154 0.125 0.035
H 3.038 0.835 -2.557 -0.143 0.027 0.061
H 2.897 2.733 -1.375 0.035 -0.040 -0.027
H 1.569 4.356 -0.058 0.102 0.066 -0.033
H -0.686 3.675 0.795 -0.068 -0.005 0.048
H -1.869 0.239 0.059 0.012 0.146 0.069
H -4.660 1.522 1.603 0.186 0.074 -0.111
H -4.710 -0.705 2.691 0.037 0.036 0.097
H -5.095 -3.101 2.257 -0.023 -0.049 0.071
H -4.742 -4.001 -0.022 -0.013 -0.093 -0.023
H -4.076 -2.489 -1.841 0.010 -0.038 -0.115
H -4.231 -0.141 -2.651 -0.042 0.008 -0.048
H -3.816 1.184 -1.555 -0.002 0.048 -0.062
H -2.586 0.008 -2.047 0.054 0.069 -0.032
H 3.889 0.912 0.087 0.040 0.104 0.062
```
Forces are in eV/Å.

***

[3]
The following is a DFT calculation (the ωB97M-V functional and the def2-TZVPD basis) of the molecule C3H6N2O at a distorted geometry.

Computed properties:
Energy above the lowest of the compared OMol25 structures with the same formula, charge and spin, eV: 1.613
SMILES: N#C[C@H](O)CN
M, g mol⁻¹: 86.094
Charge: 0
Calculated total energy, eV: -8235.0859

XYZ file:
```
12
Properties=species:S:1:pos:R:3:forces:R:3
N 2.475 0.433 -1.808 -0.846 0.017 0.864
C 1.690 0.385 -0.960 0.702 0.043 -0.762
C 0.669 0.277 0.105 -0.061 0.180 -0.073
O 0.963 -0.869 0.882 -0.014 0.065 0.379
C -0.765 0.213 -0.515 0.040 0.077 -0.207
N -1.731 -0.517 0.272 0.114 -0.003 0.170
H 0.741 1.175 0.725 0.025 -0.017 -0.047
H 1.028 -0.595 1.809 0.013 -0.223 -0.390
H -0.715 -0.245 -1.507 0.079 0.001 0.116
H -1.119 1.240 -0.658 0.109 -0.176 -0.037
H -1.896 -0.066 1.164 -0.061 0.032 -0.013
H -1.358 -1.437 0.479 -0.100 0.003 0.001
```
Forces are in eV/Å.